The following is a DFT calculation (wB97M-V/def2-TZVPD) of a 8-piece molecular cluster, C55H125N7O11 overall in a non-equilibrium geometry.

The geometry in ORCA input format:
```
! RIJCOSX wB97M-V def2-TZVPD def2/J DEFGRID3
* xyz 1 2
O -26.97947 28.66539 -4.59734
O -25.90644 17.95016 5.49444
O -32.69674 22.45799 8.51729
O -30.36329 18.98706 1.09899
O -33.60890 26.85325 2.49653
O -32.38137 31.22489 6.14865
O -29.64541 25.04415 1.71660
O -20.51090 30.03995 -3.96175
O -25.02135 22.32758 5.78253
O -24.10718 25.33231 -2.60321
O -25.87245 33.76573 -1.35902
N -31.97004 22.48505 7.33152
N -23.20738 29.00920 -4.55983
N -28.44211 25.62275 1.37893
N -23.50493 24.52983 -3.58981
N -31.97252 29.72130 3.38875
N -27.13114 18.03876 2.71290
N -25.79507 32.99547 -0.25573
C -25.77370 28.96016 -4.01493
C -21.24018 25.21351 -2.98876
C -25.17531 34.66205 1.55719
C -28.38273 24.93239 -1.08752
C -28.05512 18.33168 1.58677
C -21.55404 30.17679 -3.01673
C -32.97016 24.04172 5.71364
C -27.72698 29.67667 -5.20249
C -26.93892 19.21740 3.56678
C -27.62455 31.60108 -1.07243
C -24.81561 33.40964 0.75952
C -27.05208 32.35770 0.16908
C -32.04526 21.85556 4.96207
C -25.19582 24.99994 -5.28673
C -30.57002 22.07421 4.86133
C -29.48595 18.53739 2.10732
C -27.22265 23.39453 2.01753
C -24.49508 32.16630 1.75683
C -32.80682 27.37253 3.60121
C -30.02743 21.45479 8.66621
C -33.03887 28.85126 3.93356
C -25.62868 22.98534 -3.75993
C -21.50519 23.17577 -4.32480
C -25.73793 31.43287 2.26770
C -33.56022 31.88046 6.31917
C -22.92385 30.20013 -3.73560
C -22.19818 24.00806 -3.16257
C -27.30382 25.02693 2.23054
C -22.12981 23.10860 -1.90495
C -32.73516 22.61511 6.10733
C -30.34103 20.39400 0.99046
C -31.51011 31.63332 5.06707
C -32.00909 31.12002 3.67689
C -23.70882 22.95321 -5.46477
C -26.71163 31.15947 1.16638
C -22.45366 22.23935 -5.00946
C -24.51201 23.86516 -4.43257
C -25.68810 18.94460 4.45036
C -23.48238 33.62355 -0.06785
C -24.12352 23.41684 5.54444
C -19.24852 29.65817 -3.37742
C -29.58401 26.99834 -0.47789
C -28.36824 26.06065 -0.03515
C -34.21194 22.01230 6.18231
C -24.75589 17.26168 6.07467
C -30.02507 21.52164 6.17569
C -29.75281 23.75599 7.64079
C -25.98886 25.83553 1.88368
C -27.08524 26.94505 -0.19931
C -27.57223 25.35545 3.69964
C -28.00108 33.40741 0.72179
C -30.42520 22.37842 7.44959
C -25.80111 26.15987 0.35492
C -33.37809 27.41167 1.20012
C -24.62934 29.00548 -5.09224
H -22.41637 22.09091 -2.17010
H -23.42099 23.57908 6.36188
H -18.93177 30.63487 -3.01158
H -27.57761 30.69842 1.64138
H -28.95500 21.64907 6.01199
H -30.25515 20.40205 8.49887
H -20.66690 22.56864 -3.98309
H -27.06192 23.26588 0.94715
H -25.62397 21.99560 -4.21653
H -25.54015 28.13339 -3.34409
H -23.60773 30.30289 -2.89307
H -29.91873 17.57082 2.36527
H -33.56028 32.92419 6.63338
H -24.91862 18.82003 3.68847
H -24.63544 25.45125 -6.10550
H -21.60831 25.88809 -2.21577
H -29.36421 27.54412 -1.39545
H -25.95023 35.33839 1.19638
H -26.17271 24.71717 -5.67892
H -26.27887 32.08518 2.95324
H -21.48108 29.37635 -2.28049
H -25.81985 26.78409 2.39337
H -27.90600 33.49384 1.80419
H -27.50311 24.28876 -1.07630
H -23.98827 32.41667 2.68879
H -19.23279 29.14291 -2.41702
H -26.33662 22.98133 2.49952
H -31.10795 20.71195 0.28417
H -24.32982 35.34997 1.56171
H -24.84247 29.81875 -5.78595
H -23.55584 23.34396 4.61679
H -24.27584 22.23866 -6.06146
H -28.69423 23.62439 7.41677
H -22.80314 21.54371 -4.24653
H -21.16354 23.20407 -1.40967
H -20.22413 24.90016 -2.74885
H -33.47135 24.67910 6.44210
H -23.98011 17.94700 6.41613
H -29.00534 32.99092 0.64384
H -34.29836 31.86387 5.51731
H -27.77027 19.06470 0.83204
H -25.17494 25.15654 2.13784
H -27.64657 30.62955 -4.67938
H -31.99664 24.51543 5.83998
H -24.17466 26.16844 -3.07005
H -26.91324 31.03720 -1.67591
H -24.65371 24.33043 5.27548
H -28.26703 32.20813 -1.71024
H -22.65664 28.82477 -5.38613
H -23.44724 23.60413 -6.29903
H -28.72866 29.36113 -5.49430
H -33.00456 29.04166 5.00626
H -21.23027 25.84446 -3.87752
H -21.34847 31.08557 -2.45107
H -22.87961 23.48894 -1.21124
H -30.64556 21.67069 9.53764
H -25.64752 25.29712 -0.29330
H -25.82771 29.89383 -3.45507
H -29.39724 20.92337 0.85962
H -32.31918 27.60962 1.03385
H -26.27032 17.87237 2.21152
H -26.63742 23.34450 -3.96372
H -26.73389 19.95334 2.78931
H -25.36266 25.86808 -4.64907
H -31.63235 31.80704 2.91916
H -34.85994 22.26528 5.34316
H -23.24431 32.84182 -0.78918
H -31.73498 29.61338 2.41303
H -24.70817 28.18860 -5.80959
H -28.34014 30.83658 -0.76983
H -29.00151 21.54164 9.02405
H -33.08353 31.29286 3.73884
H -26.22618 30.35359 0.61591
H -30.06636 20.43243 6.17164
H -29.37515 24.48202 -1.06825
H -23.53119 34.40312 -0.82812
H -30.06474 25.81082 2.11407
H -25.45056 30.58199 2.88538
H -28.03340 22.76596 2.38588
H -27.26621 27.70849 0.55734
H -26.99947 27.46789 -1.15187
H -30.38837 23.14768 4.91387
H -32.56921 23.33189 8.89366
H -30.12857 21.53338 4.02424
H -31.39223 32.71499 5.00235
H -33.79555 26.81892 0.38619
H -29.90732 24.04962 8.67907
H -23.61878 31.61065 1.42299
H -28.25767 25.36628 -2.07959
H -34.14779 31.42246 7.11485
H -33.87657 28.37898 1.13735
H -18.43598 29.44046 -4.07059
H -33.33817 24.10444 4.68956
H -25.24297 16.70211 6.87324
H -28.00222 34.37582 0.22148
H -33.28464 26.82708 4.41501
H -32.25388 20.79857 5.12746
H -34.71968 22.36043 7.08181
H -22.62140 33.72682 0.59256
H -30.47123 31.31075 5.13621
H -32.57601 22.20485 4.07641
H -29.79222 27.85122 0.16815
H -29.56830 19.05045 3.06549
H -28.60323 25.13165 3.97361
H -27.83810 19.58065 4.06440
H -25.39092 34.35718 2.58123
H -34.01709 29.13039 3.54205
H -30.46068 26.35317 -0.53532
H -25.30201 33.32892 -1.99572
H -31.74715 27.11883 3.57260
H -21.90943 21.69120 -5.77851
H -22.97326 31.06095 -4.40243
H -27.11085 24.66426 4.40495
H -27.50980 26.31255 4.21747
H -30.70987 20.82182 1.92267
H -21.05154 23.84405 -5.05672
H -25.59585 22.90834 -2.67314
H -25.50652 19.86384 5.00725
H -30.08750 24.59245 7.02724
H -34.14304 20.93237 6.31309
H -25.03792 22.15832 6.72734
H -24.25460 16.53409 5.43637
H -27.20533 29.85640 -6.14253
H -28.18018 17.38841 1.05506
H -24.87874 26.73645 0.28501
*
```

E_HOMO (alpha / beta): -9.2 / -9.2 eV
⟨S²⟩: 0.755
Electronic energy: -3380.59704 Eh
HOMO-LUMO gap (alpha / beta): 6.572 / 2.923 eV